(1)
Entry from the OMol25 dataset: a cluster of 2 separate species, C8H8Br2NO in total at a distorted geometry (the ωB97M-V functional and the def2-TZVPD basis).

Geometry (Å):
C: 1.928 -0.968 1.747
C: 2.567 0.146 1.235
C: 0.717 -1.436 1.198
C: 1.945 0.818 0.199
C: 0.027 -0.691 0.215
C: 0.682 0.434 -0.223
C: -1.393 -0.923 -0.192
C: -1.125 1.015 -1.657
N: -2.121 0.287 -0.778
O: 0.121 0.964 -1.412
Br: -1.972 3.369 -0.626
Br: -1.548 0.886 -3.489
H: 2.536 -1.459 2.564
H: 3.487 0.266 1.687
H: 0.174 -2.287 1.524
H: 2.582 1.636 -0.110
H: -1.341 -1.851 -0.883
H: -1.965 -1.233 0.587
H: -2.832 0.119 -1.479
H: -2.471 0.908 -0.105

Calculated values
LUMO (spin up / spin down): -5.7 / -5.7 eV
Net charge: +1
HOMO level (spin up / spin down): -13.1 / -13.1 eV
Electronic energy: -152038.1827 eV
Frontier orbital gap (spin up / spin down): 7.4 / 7.4 eV

Mulliken charges, unit e, in atom order: number 1, C, carries -0.4602; number 2, C, carries -0.3419; number 3, C, carries -0.8615; number 4, C, carries -0.9507; number 5, C, carries 0.6673; number 6, C, carries 0.9983; number 7, C, carries -0.8033; number 8, C, carries -0.1178; number 9, N, carries 0.0031; number 10, O, carries -0.1229; number 11, Br, carries -0.2507; number 12, Br, carries 0.0342; number 13, H, carries 0.3050; number 14, H, carries 0.4807; number 15, H, carries 0.4734; number 16, H, carries 0.3837; number 17, H, carries 0.2990; number 18, H, carries 0.6000; number 19, H, carries 0.2641; number 20, H, carries 0.4001


(2)
Entry from the OMol25 dataset: a structure of composition C12H27Br2Cl2N5O3P2 at a distorted geometry (the ωB97M-V functional and the def2-TZVPD basis).

Geometry (Å):
C: -2.437 -3.124 -3.861
C: -1.237 -2.446 -4.723
C: -1.358 -0.845 -4.830
C: -0.309 -0.053 -3.861
C: -1.196 0.867 -2.885
C: -0.586 1.084 -1.389
N: -0.269 -0.179 -0.673
Br: -1.469 -1.574 -0.924
C: 0.248 -0.041 0.685
N: 1.683 -0.337 0.951
C: 2.336 -1.041 -0.190
C: 1.871 -2.570 -0.358
O: 1.156 -3.186 0.441
Cl: 2.464 -3.380 -1.912
P: 2.631 1.158 1.231
N: 3.806 0.775 2.529
O: 3.621 1.555 -0.085
N: -0.503 0.339 1.735
C: -0.014 0.447 3.141
C: -0.259 1.902 3.797
C: 0.217 1.762 5.345
N: -0.806 1.075 6.202
P: -2.246 0.776 1.499
O: -2.256 2.496 1.350
Cl: -3.362 0.310 3.232
H: -2.035 -3.685 -2.938
H: -3.003 -3.916 -4.474
H: -3.209 -2.350 -3.518
H: -1.376 -2.850 -5.795
H: -0.205 -2.803 -4.372
H: -2.446 -0.574 -4.629
H: -1.128 -0.544 -5.908
H: 0.266 -0.819 -3.248
H: 0.409 0.521 -4.524
H: -1.200 1.921 -3.355
H: -2.283 0.536 -2.800
H: -1.298 1.806 -0.862
H: 0.440 1.695 -1.552
H: 2.317 -0.455 -1.194
H: 3.460 -1.108 0.075
H: 4.149 -0.188 2.329
H: 3.263 0.767 3.409
H: 4.029 2.443 0.033
H: 1.066 0.154 3.314
H: -0.648 -0.288 3.766
H: 0.395 2.714 3.343
H: -1.353 2.210 3.831
H: 0.480 2.785 5.786
H: 1.167 1.125 5.347
H: -0.337 0.279 6.672
H: -1.503 0.635 5.585
H: -3.092 2.833 1.759
Br: 1.948 1.386 -2.523

Calculated values
LUMO: -1.7 eV
Net charge: 0
HOMO level: -7.0 eV
Electronic energy: -210177.7140 eV
Frontier orbital gap: 5.3 eV

Mulliken charges, unit e, in atom order: number 1, C, carries -0.8337; number 2, C, carries -0.2555; number 3, C, carries -0.8173; number 4, C, carries -0.1671; number 5, C, carries -0.9985; number 6, C, carries -0.2630; number 7, N, carries 0.5887; number 8, Br, carries 0.0558; number 9, C, carries -0.4018; number 10, N, carries 0.0980; number 11, C, carries -0.2399; number 12, C, carries 0.3988; number 13, O, carries -0.4500; number 14, Cl, carries -0.1812; number 15, P, carries 0.1346; number 16, N, carries -0.6648; number 17, O, carries -0.3179; number 18, N, carries 0.3844; number 19, C, carries -1.0969; number 20, C, carries -0.1494; number 21, C, carries -0.4594; number 22, N, carries -0.6243; number 23, P, carries 0.2988; number 24, O, carries -0.4690; number 25, Cl, carries -0.2319; number 26, H, carries 0.0830; number 27, H, carries 0.3120; number 28, H, carries 0.2183; number 29, H, carries 0.3104; number 30, H, carries 0.2330; number 31, H, carries 0.3782; number 32, H, carries 0.3133; number 33, H, carries -0.0189; number 34, H, carries 0.4518; number 35, H, carries 0.2943; number 36, H, carries 0.4252; number 37, H, carries 0.1024; number 38, H, carries 0.1174; number 39, H, carries -0.0691; number 40, H, carries 0.5740; number 41, H, carries 0.3241; number 42, H, carries 0.3102; number 43, H, carries 0.3187; number 44, H, carries 0.3253; number 45, H, carries 0.3270; number 46, H, carries 0.2743; number 47, H, carries 0.3029; number 48, H, carries 0.3046; number 49, H, carries 0.2441; number 50, H, carries 0.2923; number 51, H, carries 0.2309; number 52, H, carries 0.3429; number 53, Br, carries -0.6602


(3)
Entry from the OMol25 dataset: the molecule C20H28N4O6 at a distorted geometry (the ωB97M-V functional and the def2-TZVPD basis).

Geometry (Å):
C: 4.035 4.090 2.272
C: 3.450 2.831 2.898
C: 2.548 2.089 1.914
C: 1.966 0.825 2.546
N: 1.186 0.037 1.603
C: -0.051 0.436 1.175
N: -0.582 1.577 1.690
C: -0.736 -0.277 0.215
N: -2.018 0.159 -0.214
C: -3.150 -0.664 0.187
C: -3.475 -0.487 1.670
C: -4.658 -1.348 2.127
C: -4.298 -2.831 2.150
C: -5.118 -0.902 3.515
C: -2.223 1.231 -1.013
O: -3.329 1.673 -1.250
C: -0.972 1.896 -1.603
O: -0.191 0.956 -2.325
C: 1.061 0.734 -1.921
O: 1.600 1.317 -1.004
C: 1.701 -0.325 -2.691
C: 2.912 -0.945 -2.475
C: 3.011 -1.949 -3.455
C: 1.861 -1.865 -4.190
O: 1.072 -0.895 -3.738
C: -0.191 -1.482 -0.344
O: -0.710 -2.215 -1.159
N: 1.076 -1.785 0.163
C: 1.824 -1.066 1.050
O: 2.944 -1.395 1.364
H: 3.244 4.772 1.971
H: 4.683 4.603 2.979
H: 4.619 3.837 1.390
H: 4.260 2.170 3.212
H: 2.878 3.100 3.790
H: 3.118 1.799 1.032
H: 1.750 2.750 1.575
H: 1.356 1.056 3.425
H: 2.786 0.176 2.864
H: -0.197 1.974 2.527
H: -1.560 1.734 1.509
H: -2.899 -1.701 -0.040
H: -4.002 -0.356 -0.421
H: -2.597 -0.740 2.271
H: -3.721 0.564 1.845
H: -5.484 -1.197 1.423
H: -5.146 -3.418 2.495
H: -4.023 -3.187 1.161
H: -3.463 -3.008 2.826
H: -4.314 -1.023 4.238
H: -5.419 0.143 3.505
H: -5.965 -1.498 3.844
H: -0.359 2.359 -0.821
H: -1.315 2.658 -2.308
H: 3.615 -0.705 -1.704
H: 3.819 -2.637 -3.596
H: 1.513 -2.431 -5.032
H: 1.528 -2.604 -0.228

Calculated values
LUMO: 0.5 eV
Net charge: 0
HOMO level: -8.5 eV
Electronic energy: -39441.9226 eV
Frontier orbital gap: 9.0 eV

Mulliken charges, unit e, in atom order: number 1, C, carries -1.3371; number 2, C, carries -0.5113; number 3, C, carries 0.2010; number 4, C, carries -2.0471; number 5, N, carries 0.3181; number 6, C, carries -0.0413; number 7, N, carries -0.1037; number 8, C, carries -0.1781; number 9, N, carries 0.3862; number 10, C, carries -1.1631; number 11, C, carries -0.2480; number 12, C, carries 0.6813; number 13, C, carries -1.4915; number 14, C, carries -1.6070; number 15, C, carries 1.0981; number 16, O, carries -0.6767; number 17, C, carries -0.5382; number 18, O, carries -0.3247; number 19, C, carries 0.6858; number 20, O, carries -0.5601; number 21, C, carries 0.4113; number 22, C, carries -0.4815; number 23, C, carries -0.4947; number 24, C, carries -0.5715; number 25, O, carries -0.3711; number 26, C, carries -0.0608; number 27, O, carries -0.7242; number 28, N, carries 0.1792; number 29, C, carries 0.4319; number 30, O, carries -0.6753; number 31, H, carries 0.3394; number 32, H, carries 0.4063; number 33, H, carries 0.3318; number 34, H, carries 0.3043; number 35, H, carries 0.3379; number 36, H, carries 0.2482; number 37, H, carries 0.3607; number 38, H, carries 0.3205; number 39, H, carries 0.5698; number 40, H, carries 0.2530; number 41, H, carries 0.2396; number 42, H, carries 0.1947; number 43, H, carries 0.5038; number 44, H, carries 0.0938; number 45, H, carries 0.2262; number 46, H, carries 0.3179; number 47, H, carries 0.4393; number 48, H, carries 0.3814; number 49, H, carries 0.2966; number 50, H, carries 0.3260; number 51, H, carries 0.3967; number 52, H, carries 0.4491; number 53, H, carries 0.1730; number 54, H, carries 0.4274; number 55, H, carries 0.5810; number 56, H, carries 0.4744; number 57, H, carries 0.5048; number 58, H, carries 0.3160